One molecule with the formula C5H9NO2. Source: OMol25; level of theory: ωB97M-V with the def2-TZVPD basis set.

CARTESIAN COORDINATES (ANGSTROEM)
C -0.34250 -0.34669 -0.25727
C -0.53790 0.13572 1.13024
C 1.33868 0.90424 -0.13011
C 0.14251 0.82004 -1.11313
C -0.81669 -1.65708 -0.79920
N 0.80364 -0.20421 0.69602
O -1.07259 -0.65704 2.11534
O 1.62422 2.09460 0.50439
H -0.57105 -1.47959 2.14108
H 0.88029 2.36353 1.05567
H -0.82443 1.17073 1.30395
H 2.27595 0.56892 -0.57809
H -0.51303 1.69045 -1.13278
H 0.42728 0.54975 -2.12454
H -1.82932 -1.54727 -1.18754
H -0.81961 -2.41611 -0.01996
H -0.16544 -1.98999 -1.60409

Calculated values
Calculated total energy (Ha): -401.08535
HOMO level (Ha): -0.336
Spin multiplicity: 1